Here is a structure of composition C30H33N6OSTc from the Open Molecules 2025 dataset. Energies are from the ωB97M-V functional and the def2-TZVPD basis.

Properties
Charge = +3
E_HOMO (alpha / beta) = -15.6184 / -15.7871 eV
LUMO level (alpha / beta) = -7.54 / -10.24 eV
Relative energy (zero: lowest compared OMol25 entry of this formula, charge and spin) = 0.00 kJ/mol
Expectation value of S² = 3.80
Spin multiplicity = 4
Gap between HOMO and LUMO (alpha / beta) = 8.082 / 5.546 eV

Cartesian coordinates (Å):
Tc  -0.119967  -1.115758  0.854720
C  -2.929179  -2.220574  1.111094
N  -2.247702  -0.936330  0.745406
C  -2.602738  0.124654  1.727581
C  -1.921799  -0.219114  3.023600
C  -2.524950  -0.093620  4.258356
C  -1.817934  -0.466881  5.394089
C  -0.527811  -0.955627  5.251039
C  0.017899  -1.033506  3.985562
N  -0.660170  -0.676406  2.887958
C  -2.564921  -0.549159  -0.649849
C  -1.748621  -1.389342  -1.593031
C  -2.216972  -1.785177  -2.830722
C  -1.380006  -2.498085  -3.677020
C  -0.091327  -2.790151  -3.256041
C  0.305139  -2.373228  -2.002291
N  -0.499828  -1.690509  -1.177922
C  -2.004170  -3.399920  1.270723
C  -2.537640  -4.670550  1.421597
C  -1.685190  -5.745768  1.596388
C  -0.314249  -5.518443  1.602643
C  0.139178  -4.229277  1.441757
N  -0.682004  -3.174387  1.289580
H  -3.684817  -2.461060  0.361840
H  -3.462059  -2.083706  2.053838
H  -3.684704  0.207570  1.845954
H  -2.214240  1.073521  1.352495
H  -3.532147  0.293908  4.332811
H  -2.268660  -0.382635  6.373849
H  0.051996  -1.266295  6.108331
H  1.036462  -1.363656  3.837311
H  -2.272421  0.494653  -0.780703
H  -3.632626  -0.636016  -0.859874
H  -3.227591  -1.538917  -3.127839
H  -1.729370  -2.821007  -4.648604
H  0.595383  -3.339676  -3.883656
H  1.304173  -2.586590  -1.648790
H  -3.611322  -4.805989  1.405729
H  -2.080867  -6.744988  1.719791
H  0.390418  -6.328028  1.727502
H  1.201473  -4.026135  1.439490
N  2.083415  -1.586167  0.905304
C  3.149097  -0.534925  0.843927
C  3.273955  0.216319  2.155433
N  2.005450  0.811353  2.554237
H  2.272658  -2.137124  1.742468
H  2.261800  -2.225580  0.134302
H  2.899582  0.132856  0.020505
H  4.109752  -1.006626  0.632705
H  4.092435  0.935046  2.049405
H  3.577598  -0.483285  2.940529
H  1.742255  1.569128  1.936986
H  2.065883  1.183295  3.494822
C  2.787663  6.443640  -6.143296
C  1.563713  6.428980  -5.304811
O  0.427423  6.328343  -5.575844
S  2.025829  6.692700  -3.423176
C  1.482668  5.261494  -2.678578
C  1.845555  5.109477  -1.310051
C  1.518158  3.975290  -0.628921
C  0.800295  2.934501  -1.266764
C  0.382665  3.119027  -2.612603
C  0.709373  4.247580  -3.306321
C  0.508193  1.730240  -0.600608
C  0.243365  0.686677  -0.008880
H  2.522572  6.245544  -7.179852
H  3.506063  5.709715  -5.777611
H  3.258355  7.427784  -6.071294
H  2.390017  5.905432  -0.818455
H  1.800076  3.871799  0.409888
H  -0.219754  2.353693  -3.082333
H  0.349768  4.375984  -4.315835

Forces on the atoms, in the same order (eV/Å):
Tc 0.4 -0.2 -0.1
C 0.0 -0.1 0.0
N 0.0 -0.1 0.0
C 0.1 0.1 0.0
C -0.1 0.0 0.0
C 0.0 0.1 0.0
C 0.1 0.0 0.0
C -0.1 0.0 0.0
C 0.1 0.0 0.0
N -0.1 -0.1 -0.1
C 0.0 0.1 -0.1
C 0.0 0.0 0.0
C 0.0 0.0 0.0
C 0.0 0.0 0.0
C 0.0 0.0 0.0
C 0.0 0.0 0.0
N -0.1 -0.1 -0.1
C 0.0 0.0 0.0
C 0.0 0.0 0.0
C 0.0 0.0 0.0
C 0.0 0.0 0.0
C 0.0 0.0 0.0
N -0.1 -0.1 0.0
H 0.0 0.0 0.0
H 0.0 0.0 0.0
H 0.0 0.0 0.0
H 0.0 0.0 0.0
H 0.0 0.0 0.0
H 0.0 0.0 0.0
H 0.0 0.0 0.0
H 0.0 0.0 0.0
H 0.0 0.0 0.0
H 0.0 0.0 0.0
H 0.0 0.0 0.0
H 0.0 0.0 0.0
H 0.0 0.0 0.0
H 0.0 0.0 0.0
H 0.0 0.0 0.0
H 0.0 0.0 0.0
H 0.0 0.0 0.0
H 0.0 0.0 0.0
N -0.2 0.1 0.1
C 0.0 0.1 0.0
C 0.0 0.0 0.0
N -0.1 -0.1 0.0
H 0.0 0.0 0.0
H 0.0 -0.1 0.0
H 0.0 0.0 0.0
H 0.0 0.0 -0.1
H 0.0 0.0 0.0
H 0.0 0.0 0.0
H 0.0 0.0 0.0
H 0.0 0.1 0.0
C 0.0 0.1 -0.1
C 0.0 0.1 0.1
O 0.0 -0.1 0.0
S 0.0 -0.2 0.0
C 0.0 0.3 -0.2
C 0.0 0.0 0.1
C 0.0 0.1 0.1
C 0.0 -0.1 -0.2
C 0.0 0.1 0.0
C -0.1 -0.1 0.1
C -0.1 0.1 0.1
C 0.0 0.2 0.2
H 0.0 0.0 0.0
H 0.0 0.0 0.0
H 0.0 0.0 0.0
H 0.0 0.0 0.0
H 0.0 0.0 0.0
H 0.1 0.0 0.0
H 0.0 0.0 0.0